{
  "formula": "C37H28FN6O3PtS2",
  "method": "ωB97M-V with the def2-TZVPD basis set",
  "lumo_energy_ev": [-2.5, -5.9],
  "total_charge": 1,
  "multiplicity": 5,
  "symbols": ["Pt", "C", "C", "C", "C", "C", "C", "C", "F", "C", "C", "C", "O", "C", "C", "N", "C", "C", "O", "O", "H", "H", "H", "H", "H", "H", "H", "H", "H", "H", "H", "S", "C", "C", "C", "C", "C", "C", "S", "H", "H", "H", "H", "N", "C", "C", "C", "C", "C", "N", "C", "H", "H", "H", "H", "C", "C", "N", "C", "C", "C", "C", "C", "C", "C", "C", "N", "C", "N", "H", "H", "H", "H", "H", "H", "H", "H", "H"],
  "coordinates": [[-0.0290, 0.5170, -2.1966], [5.3394, 1.9277, 3.0875], [4.2086, 1.1201, 3.7089], [3.7011, 1.7822, 4.9786], [2.5924, 0.9552, 5.6055], [1.4849, 0.7458, 4.6110], [0.1857, 0.5745, 5.0253], [-0.8276, 0.3941, 4.0896], [-2.0867, 0.2526, 4.5403], [-0.5799, 0.3688, 2.7503], [0.7366, 0.5439, 2.3000], [0.9926, 0.5250, 0.8569], [0.0075, 0.3522, 0.0905], [2.3446, 0.7082, 0.4729], [3.2923, 0.8974, 1.4508], [3.0675, 0.9372, 2.7637], [1.7677, 0.7436, 3.2284], [2.9101, 0.7115, -0.9476], [4.1041, 0.9321, -1.0788], [2.1182, 0.4211, -1.9164], [6.0506, 2.1811, 3.8724], [4.9622, 2.8559, 2.6552], [5.8859, 1.3804, 2.3221], [4.5747, 0.1194, 3.9587], [3.3342, 2.7847, 4.7384], [4.5362, 1.8915, 5.6694], [2.1995, 1.4403, 6.4987], [2.9907, -0.0151, 5.9180], [-0.0634, 0.5877, 6.0789], [-1.3763, 0.2337, 2.0331], [4.3064, 1.0299, 1.1064], [0.1116, 0.7162, -4.5722], [0.1745, 2.4253, -4.8303], [0.2876, 2.8705, -6.1448], [0.3403, 4.2332, -6.4385], [0.2878, 5.1625, -5.4176], [0.1852, 4.7357, -4.0953], [0.1243, 3.3769, -3.7805], [0.0050, 2.9519, -2.1163], [0.3416, 2.1378, -6.9393], [0.4272, 4.5583, -7.4662], [0.3313, 6.2194, -5.6414], [0.1578, 5.4549, -3.2873], [2.9652, -4.7595, 0.2125], [2.2284, -4.3041, -0.5408], [1.2941, -3.7331, -1.4711], [0.6758, -4.5055, -2.4483], [-0.2320, -3.8940, -3.2958], [-0.4910, -2.5446, -3.1337], [0.1229, -1.8017, -2.2105], [1.0005, -2.3766, -1.3966], [0.9013, -5.5598, -2.5329], [-0.7402, -4.4550, -4.0670], [-1.2036, -2.0319, -3.7689], [1.4922, -1.7394, -0.6748], [-4.4807, 0.4258, -3.0712], [-3.1084, 0.5283, -3.1462], [-2.3198, 0.3221, -2.0831], [-2.8760, -0.0010, -0.9170], [-4.2525, -0.1168, -0.7429], [-5.0583, 0.1154, -1.8489], [-4.8698, -0.3715, 0.5765], [-4.5987, -1.3019, 1.4913], [-3.6657, -2.4385, 1.4125], [-3.4396, -3.2187, 2.5413], [-2.5721, -4.2882, 2.4148], [-1.9781, -4.5848, 1.2625], [-2.2746, -3.7868, 0.2431], [-3.0748, -2.7308, 0.2506], [-5.0866, 0.6030, -3.9485], [-2.6186, 0.8025, -4.0708], [-2.1914, -0.1460, -0.0908], [-6.1351, 0.0474, -1.7543], [-5.6685, 0.3225, 0.8200], [-5.1700, -1.2668, 2.4119], [-3.9205, -2.9924, 3.4833], [-2.3456, -4.9321, 3.2569], [-1.8137, -4.0277, -0.7051]],
  "mulliken_spin": [1.1456, 0.0002, 0.0003, 0.0000, 0.0005, 0.0011, -0.0005, -0.0005, 0.0000, 0.0035, 0.0226, -0.0023, 0.1843, -0.0309, 0.0029, -0.0017, 0.0004, 0.0375, 0.0170, 0.1274, 0.0000, -0.0001, 0.0000, -0.0003, 0.0000, -0.0001, 0.0000, 0.0000, 0.0000, 0.0055, 0.0057, 0.8724, 0.0361, 0.0933, 0.0686, 0.0476, 0.1254, -0.0033, 0.9298, 0.0018, 0.0039, 0.0033, 0.0009, 0.0009, -0.0004, 0.0081, -0.0030, 0.0041, 0.0066, 0.1504, -0.0192, 0.0001, 0.0009, -0.0090, 0.0034, 0.0053, -0.0075, 0.1955, -0.0445, 0.0033, -0.0035, -0.0004, 0.0014, 0.0001, 0.0001, 0.0000, 0.0002, -0.0003, 0.0003, 0.0013, -0.0073, 0.0139, 0.0003, 0.0007, 0.0001, 0.0000, 0.0000, 0.0001]
}